#1
Density functional theory data (ωB97M-V/def2-TZVPD) for one molecule with the formula C5H5FOS.

```
! RIJCOSX wB97M-V def2-TZVPD def2/J DEFGRID3
* xyz 0 1
F 2.957 -1.262 0.123
C 2.489 0.057 -0.183
C 1.099 0.300 -0.163
C 0.546 1.658 -0.159
C -0.869 1.431 0.290
C -1.223 -0.041 0.029
S -2.616 -0.750 -0.113
O 0.060 -0.717 0.165
H 3.375 0.638 -0.198
H 0.795 2.182 -1.170
H 0.959 2.359 0.733
H -1.527 2.095 -0.288
H -1.097 1.388 1.432
*
```

The value obtained for the LUMO energy is 0.05 eV. The highest occupied orbital energy is -9.1 eV. As for the HOMO-LUMO gap: 9.15 eV. The SMILES is F/C=C1/CCC(=S)O1.

***

#2
Density functional theory data (ωB97M-V/def2-TZVPD) for one molecule with the formula C5H5FOS.

```
! RIJCOSX wB97M-V def2-TZVPD def2/J DEFGRID3
* xyz 0 1
O -1.753 -0.746 -1.584
C -1.099 -0.417 -0.648
C 0.416 -0.925 -0.569
F 0.289 -2.258 -0.184
C 1.226 0.120 0.408
C 0.104 1.260 0.329
S -1.257 2.263 1.083
C -1.109 0.450 0.661
H 0.893 -0.905 -1.695
H 2.300 0.119 -0.049
H 1.198 -0.468 1.280
H -0.116 1.529 -0.774
H -1.091 -0.023 1.743
*
```

The value obtained for the LUMO energy is -0.26 eV. The highest occupied orbital energy is -9.4 eV. As for the HOMO-LUMO gap: 9.19 eV. The SMILES is O=C1[C@H](F)C[C@@H]2S[C@@H]12.

***

Least stable = #2

***

#1
Density functional theory data (ωB97M-V/def2-TZVPD) for a 2-piece molecular cluster, C4H12O2S2 overall.

```
! RIJCOSX wB97M-V def2-TZVPD def2/J DEFGRID3
* xyz 0 1
C 45.481 5.513 49.773
S 44.685 4.359 50.825
O 43.181 4.607 50.909
C 44.721 2.823 49.821
H 45.112 5.308 48.771
H 46.614 5.202 49.431
H 45.387 6.349 49.790
H 44.614 3.385 48.837
H 43.996 2.105 50.118
H 45.863 2.458 49.920
C 44.954 5.149 45.802
S 45.736 3.702 45.157
O 46.097 2.866 46.401
C 44.230 2.916 44.542
H 45.530 5.710 46.118
H 44.301 4.617 46.406
H 44.322 5.746 45.060
H 44.382 2.233 43.719
H 43.793 3.686 43.777
H 43.601 2.773 45.307
*
```

The value obtained for the LUMO energy is 0.50 eV. The highest occupied orbital energy is -8.5 eV. As for the HOMO-LUMO gap: 8.96 eV.

***

#2
Density functional theory data (ωB97M-V/def2-TZVPD) for a 2-piece molecular cluster, C4H12O2S2 overall.

```
! RIJCOSX wB97M-V def2-TZVPD def2/J DEFGRID3
* xyz 0 1
C -1.769 -1.373 0.423
S -3.345 -0.829 -0.264
O -4.437 -1.322 0.663
C -3.156 0.838 0.141
H -1.785 -1.171 1.399
H -0.910 -1.016 -0.059
H -1.798 -2.528 0.276
H -2.335 1.193 -0.229
H -3.436 1.011 1.027
H -4.069 1.284 -0.283
C 3.990 0.436 -0.568
S 2.438 0.375 -1.294
O 1.967 -0.940 -1.853
C 1.515 0.611 0.247
H 3.969 1.285 0.088
H 4.728 0.715 -1.341
H 4.230 -0.375 0.171
H 1.950 1.312 0.583
H 1.781 -0.332 0.832
H 0.471 0.827 0.035
*
```

The value obtained for the LUMO energy is 0.47 eV. The highest occupied orbital energy is -9.0 eV. As for the HOMO-LUMO gap: 9.43 eV.

***

Least stable = #1

***

#1
Density functional theory data (ωB97M-V/def2-TZVPD) for one molecule with the formula C3H4Cl2.

```
! RIJCOSX wB97M-V def2-TZVPD def2/J DEFGRID3
* xyz 0 1
C -2.207 -0.944 0.180
C -0.667 -1.266 -0.161
C 0.114 -0.186 -0.038
Cl -0.445 1.508 -0.034
Cl 1.892 -0.396 0.059
H -2.813 -1.409 -0.742
H -2.270 0.236 -0.314
H -2.623 -0.952 1.274
H -0.323 -2.398 -0.524
*
```

The value obtained for the LUMO energy is 0.65 eV. The highest occupied orbital energy is -9.5 eV. As for the HOMO-LUMO gap: 10.17 eV. The SMILES is CC=C(Cl)Cl.

***

#2
Density functional theory data (ωB97M-V/def2-TZVPD) for one molecule with the formula C3H4Cl2.

```
! RIJCOSX wB97M-V def2-TZVPD def2/J DEFGRID3
* xyz 0 1
Cl 2.180 -0.408 0.076
C 0.614 0.010 -0.456
C 0.134 1.416 -0.123
C -0.702 0.206 0.502
Cl -2.205 -0.385 -0.048
H 0.266 -0.571 -1.305
H 0.627 1.744 0.640
H -0.150 2.085 -0.885
H -0.594 0.424 1.534
*
```

The value obtained for the LUMO energy is 1.05 eV. The highest occupied orbital energy is -9.6 eV. As for the HOMO-LUMO gap: 10.66 eV. The SMILES is Cl[C@@H]1C[C@H]1Cl.

***

Least stable = #1

***

#1
Density functional theory data (ωB97M-V/def2-TZVPD) for one molecule with the formula C2H3FO.

```
! RIJCOSX wB97M-V def2-TZVPD def2/J DEFGRID3
* xyz 0 1
O 1.836 -0.118 -0.156
C 0.693 0.423 0.162
C -0.522 -0.461 0.148
F -1.719 0.200 -0.149
H 0.526 1.554 0.224
H -0.289 -1.288 -0.572
H -0.480 -0.902 1.070
*
```

The value obtained for the LUMO energy is 0.15 eV. The highest occupied orbital energy is -10.6 eV. As for the HOMO-LUMO gap: 10.74 eV. The SMILES is O=CCF.

***

#2
Density functional theory data (ωB97M-V/def2-TZVPD) for a 2-piece molecular cluster, C2H3FO overall.

```
! RIJCOSX wB97M-V def2-TZVPD def2/J DEFGRID3
* xyz 0 1
C 1.473 0.071 0.137
C 0.327 -0.154 -0.444
O -0.699 -0.529 -0.811
H 2.384 0.102 -0.365
H 1.350 0.583 1.045
F -2.784 0.073 0.563
H -2.051 -0.145 -0.125
*
```

The value obtained for the LUMO energy is 0.38 eV. The highest occupied orbital energy is -10.2 eV. As for the HOMO-LUMO gap: 10.61 eV. The SMILES is C=C=O.F.

***

Least stable = #1

***

#1
Density functional theory data (ωB97M-V/def2-TZVPD) for one molecule with the formula C2HNO2.

```
! RIJCOSX wB97M-V def2-TZVPD def2/J DEFGRID3
* xyz 0 1
N -1.584 1.516 -0.121
C -0.774 0.687 -0.048
C 0.767 -0.163 0.216
O 1.641 0.331 0.829
O 0.462 -1.319 -0.285
H -0.512 -1.053 -0.591
*
```

The value obtained for the LUMO energy is -0.28 eV. The highest occupied orbital energy is -12.4 eV. As for the HOMO-LUMO gap: 12.08 eV. The SMILES is N#CC(=O)O.

***

#2
Density functional theory data (ωB97M-V/def2-TZVPD) for C2HNO2 as an isolated structure.

```
! RIJCOSX wB97M-V def2-TZVPD def2/J DEFGRID3
* xyz 0 1
C 0.047 0.483 -0.619
C 0.062 -0.720 0.290
N -0.284 1.230 0.368
O 0.258 -1.879 0.290
O -0.299 0.147 1.316
H 0.216 0.739 -1.645
*
```

The value obtained for the LUMO energy is -0.66 eV. The highest occupied orbital energy is -11.4 eV. As for the HOMO-LUMO gap: 10.75 eV.

***

Least stable = #2

***

#1
Density functional theory data (ωB97M-V/def2-TZVPD) for one molecule with the formula C4H7FN2.

```
! RIJCOSX wB97M-V def2-TZVPD def2/J DEFGRID3
* xyz 0 1
H -2.416 -0.429 0.226
N -1.457 -0.659 -0.092
C -0.621 0.184 0.344
C -0.944 1.161 1.453
F 0.213 1.990 1.719
N 0.672 0.336 -0.082
C 1.403 -0.494 -0.941
C 0.948 -1.499 -1.645
H -1.154 0.652 2.382
H -1.818 1.756 1.175
H 1.161 1.180 0.221
H 2.457 -0.211 -1.046
H -0.061 -1.856 -1.457
H 1.616 -2.112 -2.258
*
```

The value obtained for the LUMO energy is 0.91 eV. The highest occupied orbital energy is -8.6 eV. As for the HOMO-LUMO gap: 9.50 eV. The SMILES is [H]/N=C(\CF)NC=C.

***

#2
Density functional theory data (ωB97M-V/def2-TZVPD) for one molecule with the formula C4H7FN2.

```
! RIJCOSX wB97M-V def2-TZVPD def2/J DEFGRID3
* xyz 0 1
H 0.138 1.225 2.410
N -0.660 1.666 1.952
C -0.905 1.235 0.772
N -0.287 0.266 0.003
C -0.792 -0.020 -1.323
C 0.809 -0.443 0.493
C 1.513 -1.411 -0.095
F 1.282 -1.883 -1.341
H -1.765 1.713 0.234
H -1.136 -1.047 -1.387
H -1.645 0.622 -1.536
H -0.030 0.136 -2.057
H 1.115 -0.166 1.481
H 2.363 -1.892 0.393
*
```

The value obtained for the LUMO energy is 0.88 eV. The highest occupied orbital energy is -8.5 eV. As for the HOMO-LUMO gap: 9.35 eV. The SMILES is [H]/N=C\N(C)/C=C\F.

***

Least stable = #2

***

#1
Density functional theory data (ωB97M-V/def2-TZVPD) for one molecule with the formula C8H14N2.

```
! RIJCOSX wB97M-V def2-TZVPD def2/J DEFGRID3
* xyz 0 1
C -1.453 -1.868 -0.201
C -0.572 -0.608 -0.409
C -0.022 -0.355 -1.638
C 0.965 0.734 -1.727
N 1.837 0.831 -2.796
N 1.119 1.630 -0.807
C 0.199 1.634 0.331
C -0.122 0.188 0.769
C -1.247 0.187 1.883
C 1.109 -0.419 1.479
H -1.335 -2.228 0.806
H -1.115 -2.722 -0.888
H -2.509 -1.668 -0.474
H -0.217 -0.865 -2.590
H 1.423 0.580 -3.700
H 2.272 1.779 -2.778
H 0.789 2.188 1.092
H -0.719 2.122 0.200
H -1.064 0.950 2.670
H -2.266 0.388 1.490
H -1.280 -0.772 2.377
H 1.267 0.079 2.421
H 1.972 -0.284 0.793
H 0.968 -1.501 1.698
*
```

The value obtained for the LUMO energy is 0.89 eV. The highest occupied orbital energy is -8.4 eV. As for the HOMO-LUMO gap: 9.25 eV. The SMILES is CC1=CC(N)=NCC1(C)C.

***

#2
Density functional theory data (ωB97M-V/def2-TZVPD) for one molecule with the formula C8H14N2.

```
! RIJCOSX wB97M-V def2-TZVPD def2/J DEFGRID3
* xyz 0 1
C -1.030 -2.059 -1.085
C -1.100 -0.735 -1.871
C -0.955 0.464 -0.941
N 0.193 0.660 -0.152
C 0.430 2.041 0.229
C 1.394 1.878 1.444
C 0.850 0.640 2.187
C 0.441 -0.108 0.986
N 0.274 -1.398 1.036
C 0.266 -2.142 -0.240
H -1.975 -2.228 -0.454
H -1.019 -2.858 -1.836
H -2.062 -0.647 -2.363
H -0.328 -0.788 -2.670
H -1.805 0.440 -0.200
H -1.009 1.335 -1.682
H -0.443 2.703 0.450
H 0.996 2.459 -0.648
H 1.493 2.873 2.061
H 2.373 1.710 0.995
H 1.550 0.223 2.917
H -0.094 0.642 2.741
H 1.065 -1.880 -0.904
H 0.494 -3.223 -0.001
*
```

The value obtained for the LUMO energy is 1.03 eV. The highest occupied orbital energy is -8.3 eV. As for the HOMO-LUMO gap: 9.28 eV. The SMILES is C1CCN2CCCC2=NC1.

***

Least stable = #2

***

#1
Density functional theory data (ωB97M-V/def2-TZVPD) for C40H38ClCsN12O6 as an isolated structure.

```
! RIJCOSX wB97M-V def2-TZVPD def2/J DEFGRID3
* xyz 0 1
Cs -1.120 1.769 1.522
C -0.569 3.573 4.399
C 0.877 3.217 4.522
C 1.784 4.130 5.061
C 3.127 3.807 5.077
C 3.524 2.582 4.573
C 2.553 1.701 4.091
N 1.260 2.025 4.063
C 2.962 0.353 3.595
C 4.184 -0.191 4.001
C 4.584 -1.400 3.467
C 3.740 -2.060 2.597
C 2.494 -1.498 2.313
N 2.142 -0.300 2.778
C 1.502 -2.255 1.497
C 1.604 -3.639 1.360
C 0.665 -4.305 0.593
C -0.362 -3.584 0.013
C -0.415 -2.208 0.227
C -1.540 -1.381 -0.304
N 0.511 -1.566 0.938
H -0.777 4.536 4.862
H -1.215 2.811 4.835
H -0.822 3.648 3.340
H 1.432 5.079 5.442
H 3.859 4.501 5.471
H 4.572 2.323 4.548
H 4.805 0.310 4.729
H 5.541 -1.829 3.736
H 4.042 -2.997 2.152
H 2.382 -4.198 1.860
H 0.723 -5.379 0.465
H -1.129 -4.070 -0.576
H -2.280 -1.987 -0.821
H -1.173 -0.609 -0.981
H -2.018 -0.874 0.533
C 2.383 0.846 -3.822
N 1.369 1.327 -2.914
C 1.047 0.884 -1.687
N 0.013 1.548 -1.228
C -0.267 2.417 -2.231
N 0.525 2.315 -3.275
C 2.142 -0.553 -4.356
C 3.147 -1.120 -5.133
C 3.006 -2.398 -5.649
C 1.863 -3.131 -5.382
C 0.853 -2.572 -4.603
C 0.987 -1.278 -4.099
C -0.316 -3.391 -4.314
N -0.468 -4.643 -4.606
N -1.693 -5.019 -4.137
C -2.224 -3.976 -3.583
O -1.395 -2.904 -3.656
C -3.515 -3.895 -2.917
C -4.222 -5.071 -2.679
C -5.438 -5.008 -2.023
C -5.938 -3.789 -1.595
C -5.239 -2.610 -1.829
C -5.832 -1.315 -1.315
N -4.946 -0.180 -1.375
C -4.355 0.472 -0.359
N -3.631 1.464 -0.827
C -3.822 1.380 -2.167
N -4.614 0.400 -2.547
C -4.031 -2.666 -2.509
H 3.351 0.876 -3.321
H 2.411 1.556 -4.647
H 1.562 0.079 -1.182
H -1.066 3.139 -2.182
H 4.050 -0.554 -5.332
H 3.793 -2.827 -6.255
H 1.736 -4.135 -5.762
H 0.190 -0.854 -3.501
H -3.806 -6.014 -3.007
H -5.994 -5.915 -1.829
H -6.881 -3.751 -1.060
H -6.109 -1.443 -0.268
H -6.736 -1.076 -1.876
H -4.475 0.193 0.678
H -3.371 2.052 -2.878
H -3.486 -1.759 -2.730
O -4.977 0.677 3.177
Cl -3.590 1.000 3.241
O -3.113 1.006 4.584
O -2.844 0.025 2.471
O -3.357 2.293 2.646
C 4.349 4.586 1.699
N 2.900 4.684 1.645
C 2.257 5.914 2.075
C 2.171 3.710 1.073
O 0.964 3.732 0.908
H 4.739 5.448 2.233
H 4.794 4.577 0.702
H 4.656 3.686 2.232
H 2.445 6.725 1.367
H 2.626 6.205 3.058
H 1.185 5.739 2.127
H 2.790 2.854 0.752
*
```

The value obtained for the LUMO energy is -0.12 eV. The highest occupied orbital energy is -8.7 eV. As for the HOMO-LUMO gap: 8.61 eV.

***

#2
Density functional theory data (ωB97M-V/def2-TZVPD) for C40H38ClCsN12O6 as an isolated structure.

```
! RIJCOSX wB97M-V def2-TZVPD def2/J DEFGRID3
* xyz 0 1
Cs -0.266 -1.654 1.972
C 0.111 -1.822 5.371
C 0.300 -0.349 5.586
C -0.156 0.260 6.752
C -0.047 1.630 6.880
C 0.534 2.349 5.852
C 1.013 1.661 4.739
N 0.885 0.341 4.601
C 1.703 2.414 3.636
C 2.265 3.659 3.908
C 2.845 4.368 2.874
C 2.889 3.792 1.621
C 2.369 2.510 1.448
N 1.757 1.846 2.430
C 2.516 1.815 0.122
C 3.467 2.253 -0.799
C 3.584 1.589 -2.007
C 2.776 0.493 -2.245
C 1.878 0.099 -1.261
C 1.030 -1.122 -1.407
N 1.736 0.761 -0.106
H -0.325 -2.295 6.250
H 1.046 -2.319 5.113
H -0.578 -1.979 4.542
H -0.601 -0.344 7.531
H -0.416 2.135 7.765
H 0.607 3.425 5.913
H 2.255 4.061 4.910
H 3.268 5.350 3.044
H 3.326 4.331 0.795
H 4.123 3.079 -0.573
H 4.312 1.914 -2.739
H 2.850 -0.073 -3.165
H 1.238 -1.659 -2.330
H -0.026 -0.853 -1.380
H 1.228 -1.782 -0.565
C -3.431 2.439 -1.853
N -3.082 1.256 -1.098
C -1.919 0.942 -0.513
N -1.981 -0.265 0.008
C -3.246 -0.653 -0.289
N -3.952 0.229 -0.963
C -2.684 2.602 -3.158
C -2.903 3.779 -3.866
C -2.243 4.023 -5.058
C -1.343 3.094 -5.551
C -1.120 1.913 -4.850
C -1.796 1.660 -3.659
C -0.137 0.979 -5.411
N 0.622 1.182 -6.423
N 1.380 0.019 -6.582
C 1.027 -0.770 -5.636
O 0.074 -0.231 -4.824
C 1.553 -2.112 -5.361
C 2.664 -2.530 -6.089
C 3.193 -3.788 -5.863
C 2.626 -4.616 -4.905
C 1.521 -4.201 -4.171
C 0.997 -5.138 -3.107
N -0.051 -4.589 -2.277
C 0.004 -4.270 -0.979
N -1.164 -3.806 -0.571
C -1.912 -3.870 -1.702
N -1.289 -4.334 -2.763
C 0.975 -2.947 -4.412
H -3.254 3.316 -1.226
H -4.505 2.372 -2.020
H -1.058 1.594 -0.509
H -3.655 -1.607 0.001
H -3.598 4.516 -3.478
H -2.422 4.942 -5.601
H -0.808 3.274 -6.473
H -1.616 0.732 -3.129
H 3.099 -1.865 -6.822
H 4.053 -4.120 -6.429
H 3.055 -5.595 -4.722
H 1.810 -5.396 -2.427
H 0.638 -6.071 -3.546
H 0.896 -4.392 -0.384
H -2.947 -3.572 -1.753
H 0.090 -2.637 -3.875
O 2.104 -5.247 1.705
Cl 1.721 -3.987 2.272
O 2.506 -3.646 3.424
O 1.880 -2.940 1.255
O 0.308 -4.024 2.644
C -2.984 2.904 5.017
N -2.921 1.482 4.715
C -3.465 0.523 5.654
C -2.461 1.080 3.516
O -2.417 -0.072 3.122
H -3.390 3.028 6.018
H -3.640 3.435 4.325
H -1.993 3.358 5.001
H -4.557 0.554 5.668
H -3.091 0.737 6.655
H -3.145 -0.474 5.362
H -2.111 1.919 2.889
*
```

The value obtained for the LUMO energy is -0.09 eV. The highest occupied orbital energy is -8.8 eV. As for the HOMO-LUMO gap: 8.75 eV.

***

Least stable = #2